1.
63
Properties=species:S:1:pos:R:3:forces:R:3 method="wB97M-V/def2-TZVPD" spin_multiplicity=3 largest_force_ev_per_a=0.66 total_charge=+1 e_above_lowest_ev=0.008
V -1.0535 -0.6948 -0.1735 0.40 0.52 -0.07
C 4.6071 0.1628 -1.4095 0.01 -0.07 0.05
N 3.4123 0.8190 -0.9065 -0.12 0.12 -0.08
N 2.2744 0.1118 -0.5880 0.20 -0.07 -0.01
C 1.4702 0.9084 0.1814 -0.09 -0.07 0.04
O 0.3150 0.5516 0.5709 -0.35 -0.14 -0.16
C 2.1653 2.1061 0.4070 0.19 -0.08 -0.08
C 3.3596 2.0031 -0.2673 0.00 0.04 0.01
C 4.5056 2.9486 -0.3264 -0.10 0.00 0.02
C 1.8488 -1.0084 -1.3556 0.04 0.16 -0.05
C 1.3070 -2.0996 -0.6891 -0.03 -0.08 0.08
C 0.7935 -3.1600 -1.4327 -0.04 0.05 0.04
C 0.8654 -3.1366 -2.8162 0.03 0.00 0.02
C 1.4642 -2.0613 -3.4634 -0.02 0.03 0.01
C 1.9490 -0.9830 -2.7410 -0.08 -0.09 0.05
H 4.3540 -0.8561 -1.6905 0.06 0.05 0.00
H 5.3780 0.1396 -0.6395 0.02 -0.02 -0.03
H 4.9698 0.6917 -2.2887 0.04 -0.03 0.01
H 1.8120 2.9440 0.9742 -0.05 0.08 0.05
H 4.1999 3.9149 0.0640 0.02 0.02 0.01
H 4.8530 3.0784 -1.3494 0.02 0.02 -0.05
H 5.3402 2.5860 0.2738 0.04 -0.03 0.02
H 1.3235 -2.1437 0.3941 0.01 0.04 -0.06
H 0.3540 -4.0014 -0.9155 -0.03 -0.03 0.00
H 0.4723 -3.9636 -3.3901 -0.01 -0.02 -0.02
H 1.5324 -2.0520 -4.5430 0.01 -0.01 -0.03
H 2.3578 -0.1150 -3.2365 0.02 0.05 -0.03
C -0.4627 1.3413 -5.4848 0.02 0.02 0.04
N -1.0028 0.4915 -4.4278 0.04 0.10 -0.03
C -1.8666 -0.5134 -4.7246 -0.10 -0.08 0.03
C -2.3651 -1.3570 -3.7928 0.06 0.11 -0.05
C -1.9394 -1.1062 -2.4573 -0.18 -0.15 -0.06
O -2.2511 -1.7854 -1.4260 -0.11 -0.04 0.08
N -1.1281 -0.0755 -2.1694 0.26 -0.03 -0.07
C -0.5666 0.7300 -3.1190 -0.14 -0.01 0.22
O 0.2478 1.5980 -2.8693 0.12 0.00 -0.08
H -1.1470 1.3247 -6.3285 0.02 0.01 -0.03
H 0.5177 0.9830 -5.7996 0.01 0.05 -0.01
H -0.3631 2.3546 -5.1068 0.01 -0.02 -0.03
H -2.1322 -0.5903 -5.7713 0.00 -0.04 0.03
H -3.0517 -2.1516 -4.0320 0.00 -0.01 0.01
C -3.7078 -1.2498 3.0484 -0.02 0.08 -0.10
N -2.9187 -0.0429 3.2404 0.04 0.29 -0.03
C -2.5895 0.8663 2.3123 0.15 -0.05 0.08
Se -2.9459 0.8345 0.4768 -0.24 -0.02 -0.06
N -1.9381 1.8744 2.9213 -0.11 -0.23 -0.02
C -1.8319 1.6178 4.2812 0.00 0.03 0.01
C -1.2656 2.3301 5.3294 -0.04 -0.12 0.01
C -1.3568 1.7539 6.5820 -0.02 -0.03 0.02
C -1.9896 0.5183 6.7842 0.02 0.04 -0.02
C -2.5559 -0.1866 5.7393 0.07 0.09 0.00
C -2.4611 0.3937 4.4816 0.01 -0.03 0.02
H -3.9116 -1.3580 1.9863 -0.01 -0.04 0.05
H -4.6406 -1.1486 3.6028 0.00 -0.05 -0.03
H -3.1486 -2.1104 3.4068 0.01 -0.04 0.00
H -1.5752 2.6609 2.4079 0.01 -0.03 0.02
H -0.7804 3.2824 5.1783 0.02 0.06 -0.01
H -0.9313 2.2707 7.4305 0.01 0.00 0.02
H -2.0335 0.1082 7.7828 0.00 0.00 0.03
H -3.0381 -1.1403 5.8930 -0.03 -0.04 0.00
S -0.9801 -4.2807 2.7952 0.00 0.03 -0.02
C -1.0360 -2.9612 1.9116 -0.01 -0.28 0.27
N -1.0836 -1.9670 1.2742 -0.07 -0.04 -0.02

2.
54
Properties=species:S:1:pos:R:3:forces:R:3 method="wB97M-V/def2-TZVPD" largest_force_ev_per_a=2.43 e_above_lowest_ev=3.268
C 3.7031 -5.0791 -0.3203 0.22 -0.19 -0.01
C 2.7810 -3.9130 -0.5148 -0.33 -0.04 0.09
C 1.6624 -4.0486 -1.3420 0.34 0.15 0.26
C 0.7757 -2.9986 -1.5072 -0.23 0.36 0.07
C 0.8983 -1.7911 -0.7645 0.12 -0.22 -0.14
C -0.1987 -0.8294 -0.8080 1.42 1.77 -0.87
C -0.1033 0.4865 -0.1684 -0.27 -0.22 -0.36
C 0.4724 0.6898 1.1063 -0.01 0.04 -0.06
C 0.4236 1.9381 1.7209 -0.45 0.25 -0.35
C -0.2794 2.9730 1.0983 0.25 0.13 0.15
O -0.4045 4.2160 1.7246 0.19 0.30 0.22
C 0.6352 5.1320 1.5228 -0.15 -0.45 -0.41
C 0.3321 6.2959 0.8102 0.36 -0.37 0.06
C 1.3759 7.1418 0.4373 -0.10 0.02 0.28
C 2.6843 6.8684 0.8436 -0.02 -0.09 0.04
C 2.9558 5.7343 1.6149 -0.20 -0.02 0.05
C 1.9314 4.8473 1.9578 -0.18 0.35 -0.21
C -0.8952 2.7936 -0.1449 0.29 -0.03 0.29
C -0.7695 1.5748 -0.7866 0.17 -0.05 0.28
C 2.1318 -1.6159 -0.0633 -0.30 -0.22 0.12
C 3.0212 -2.6748 0.0968 -0.23 0.04 -0.32
H 4.3574 -4.9290 0.5442 -0.08 -0.06 -0.13
H 3.1352 -6.0054 -0.1718 0.13 0.15 0.02
H 4.3388 -5.2289 -1.2021 -0.04 0.01 0.14
H 1.4897 -4.9955 -1.8543 0.08 0.22 0.00
H -0.0262 -3.0914 -2.2386 0.20 0.04 0.19
H -0.7531 -0.8375 -1.7460 0.42 0.24 0.05
H 0.9877 -0.1252 1.6214 -0.33 0.31 -0.20
H 0.9100 2.1121 2.6814 -0.27 -0.09 -0.24
H -0.7037 6.4815 0.5261 0.31 -0.06 0.00
H 1.1499 8.0202 -0.1678 0.15 -0.17 0.19
H 3.4934 7.5439 0.5636 -0.22 -0.21 0.07
H 3.9699 5.5229 1.9556 -0.23 0.12 -0.14
H 2.1189 3.9433 2.5404 0.02 0.36 -0.26
H -1.4509 3.6148 -0.5955 0.22 -0.11 0.11
H -1.1681 1.4563 -1.7965 -0.01 -0.08 0.32
H 2.4130 -0.6350 0.3298 -0.26 -0.47 -0.04
H 3.9233 -2.5505 0.7056 -0.27 0.06 -0.31
O -4.5520 -4.7740 1.0048 1.62 -0.67 0.14
C -3.4569 -5.2021 1.0266 0.16 0.13 -0.32
C -2.2415 -2.6797 -0.8961 0.99 -0.31 2.11
C -3.3907 -2.5602 -1.7722 -0.76 0.29 -0.50
C -4.0134 -1.2085 -1.3409 -0.24 0.34 -0.45
C -3.2671 -0.7807 -0.0757 0.11 0.16 0.12
N -2.0159 -1.5716 -0.1327 -0.04 -2.24 0.19
O -2.3604 -5.6251 1.0199 -1.75 0.59 0.14
H -1.5276 -3.5051 -0.8765 -0.41 0.44 0.13
H -3.0896 -2.5419 -2.8320 -0.31 -0.07 0.05
H -4.0913 -3.3978 -1.6266 0.07 0.19 -0.20
H -3.8668 -0.4534 -2.1287 -0.14 -0.26 0.25
H -5.0875 -1.3034 -1.1440 0.26 0.14 -0.12
H -3.0776 0.2985 0.0036 0.11 -0.36 -0.10
H -3.7962 -1.1135 0.8278 0.13 0.19 -0.16
H -1.4845 -1.6195 0.7340 -0.52 -0.29 -0.23

3.
54
Properties=species:S:1:pos:R:3:forces:R:3 method="wB97M-V/def2-TZVPD" largest_force_ev_per_a=3.58 e_above_lowest_ev=0.268
C -2.7114 -3.9782 -1.8311 -2.22 -0.89 -0.67
C -3.4072 -3.6863 -0.6622 0.56 0.23 -0.63
C -2.5021 -3.0131 0.2274 0.56 -0.29 -0.12
C -1.2455 -3.0175 -0.3710 0.13 0.34 1.11
C -1.3648 -3.5350 -1.7190 0.52 0.95 0.44
Sn -1.0393 -1.2588 -2.5256 2.64 -2.02 0.38
N 0.9136 -1.9169 -3.9755 -1.49 1.81 1.79
C -2.8627 -0.1169 -1.7920 -2.17 2.82 0.44
C -3.5674 -0.3650 -0.6281 -0.70 -1.89 -1.25
H -2.7720 -2.6068 1.2087 0.32 -0.33 -0.37
H -4.4430 -3.9093 -0.4217 0.17 0.00 -0.28
H -0.3240 -2.6851 0.1194 -0.49 -0.10 -0.44
H -0.5368 -3.8607 -2.3384 -0.02 -0.26 0.13
H -3.1342 -4.5687 -2.6781 0.49 0.74 0.74
H -4.3787 -1.1669 -0.6297 1.16 1.31 -0.11
H -2.2576 0.8738 -1.7798 -0.91 -1.82 -0.21
H 1.1830 -0.9381 -3.6454 0.43 -0.94 -0.74
H -3.4060 0.1150 0.3346 0.15 -0.03 -0.61
H -3.3477 -0.3945 -2.7677 0.19 0.38 1.14
O -0.2654 -0.4651 -0.8003 0.16 0.64 -0.30
Si 0.5715 0.5447 0.1868 0.17 -0.92 -0.58
C 1.4113 1.7833 -0.9368 -0.03 0.04 0.26
C 2.1221 1.2898 -2.0384 -0.10 0.40 -0.45
C 2.5030 2.1402 -3.0755 0.07 0.46 -0.14
C 2.2574 3.5246 -2.9837 -0.13 -0.35 0.47
C 1.6313 4.0249 -1.8278 0.30 0.10 -0.55
C 1.2007 3.1579 -0.8216 0.12 0.13 -0.50
C -0.3853 1.4243 1.5368 0.42 0.03 -0.06
C 0.1991 2.4587 2.2857 -0.03 0.12 -0.13
C -0.5213 3.1181 3.2745 -0.60 0.22 0.57
C -1.8589 2.7692 3.5442 0.00 -0.98 -1.00
C -2.4297 1.6847 2.8121 0.37 1.01 1.01
C -1.6603 1.0007 1.8740 -0.61 0.14 0.22
C 1.8240 -0.5201 1.0569 -0.47 -0.31 0.12
C 2.6011 -1.4283 0.3297 0.66 -0.04 0.46
C 3.6872 -2.0574 0.9454 0.14 -0.16 0.32
C 3.9512 -1.8454 2.3135 -0.40 0.36 -0.30
C 3.0740 -1.0426 3.0636 0.35 -0.43 -0.08
C 1.9915 -0.4240 2.4403 0.51 0.01 0.08
H 2.3534 0.2278 -2.1216 -0.11 0.17 0.05
H 2.9812 1.7363 -3.9757 -0.10 0.15 0.43
H 2.5617 4.1978 -3.7982 -0.18 -0.35 0.47
H 1.4704 5.1027 -1.7338 0.01 -0.36 -0.01
H 0.6756 3.5577 0.0432 0.05 -0.03 -0.23
H 1.2397 2.7543 2.1000 -0.44 -0.10 0.03
H -0.0604 3.9261 3.8583 -0.13 -0.39 -0.31
H -2.4527 3.2954 4.3016 0.34 -0.21 -0.38
H -3.4675 1.4013 3.0121 0.40 -0.03 -0.03
H -2.0658 0.1082 1.4014 0.25 0.25 0.12
H 2.3681 -1.6531 -0.7119 0.15 0.21 0.15
H 4.3480 -2.7130 0.3631 -0.36 0.24 0.28
H 4.8268 -2.3016 2.7873 -0.39 0.15 -0.20
H 3.2476 -0.8927 4.1335 -0.09 -0.15 -0.35
H 1.2732 0.1438 3.0365 0.40 -0.01 -0.18

4.
60
Properties=species:S:1:pos:R:3:forces:R:3 method="wB97M-V/def2-TZVPD" total_energy_ha=-7406.2352 spin_multiplicity=2 largest_force_ev_per_a=3.08 total_charge=+2
Ir -0.4592 -0.2128 0.3525 0.96 -2.92 -0.17
C -1.7182 -1.3792 3.6991 -0.01 0.07 -0.26
C -0.3754 -0.7105 3.9140 0.29 -0.09 -0.25
S 0.8878 -0.9351 2.6158 -0.75 0.60 -0.09
C 1.2236 -2.7376 2.5882 -0.22 0.40 -0.36
C 0.1970 -3.6243 1.9036 -0.19 0.15 -0.29
S -0.3620 -2.9575 0.2826 0.05 1.17 0.14
C -2.1624 -3.2766 0.2985 0.24 0.14 0.00
C -2.9468 -2.7461 1.4908 0.04 0.21 0.00
S -2.5151 -1.0536 2.0636 0.74 0.22 -1.04
H -2.4180 -0.9785 4.4361 0.01 -0.11 -0.05
H -1.6564 -2.4579 3.8340 -0.06 0.07 -0.02
H 0.0608 -1.0654 4.8496 -0.07 0.11 0.05
H -0.4856 0.3734 3.9672 0.06 -0.01 0.07
H 1.3697 -3.0550 3.6223 0.06 0.05 -0.03
H 2.1813 -2.8061 2.0717 0.06 0.01 0.07
H -0.6827 -3.7840 2.5189 -0.03 0.00 0.02
H 0.6480 -4.5979 1.7003 -0.07 0.05 -0.01
H -2.3044 -4.3577 0.2164 0.02 0.09 -0.05
H -2.5091 -2.8119 -0.6280 0.08 -0.08 0.05
H -2.8861 -3.4106 2.3522 -0.03 0.08 0.01
H -3.9970 -2.6789 1.2000 0.04 -0.09 0.07
Br 4.8906 -2.4628 -1.0017 -0.29 0.49 0.13
C 3.9394 -0.8923 -0.5210 -0.09 -0.14 -0.03
C 4.5890 0.2814 -0.1517 -0.17 -0.24 -0.05
C 3.8143 1.3737 0.2016 -0.25 -0.20 -0.07
C 2.4323 1.2505 0.2039 0.02 0.62 0.13
N 1.8201 0.1225 -0.1477 -2.14 0.09 0.12
C 2.5474 -0.9219 -0.5192 0.44 -0.70 -0.29
H 5.6662 0.3350 -0.1338 0.11 -0.01 -0.04
H 4.2757 2.3080 0.4810 -0.04 0.07 0.04
H 1.7958 2.0758 0.4931 0.00 0.01 0.02
H 2.0227 -1.8143 -0.8332 -0.01 0.01 -0.02
N -1.2610 1.6133 0.1575 0.89 -0.88 0.25
C -1.9481 2.6517 0.0063 -0.23 0.64 -0.13
C -2.9366 3.0754 1.0329 -0.08 -0.20 0.60
C -3.8336 2.1559 1.5731 0.19 0.14 -0.14
C -4.7153 2.5582 2.5585 -0.11 0.03 0.11
C -4.6930 3.8666 3.0250 0.05 -0.10 -0.07
C -3.8005 4.7835 2.4874 -0.04 -0.06 0.02
C -2.9290 4.3976 1.4851 0.10 -0.25 -0.02
C -1.8107 3.5693 -1.1391 0.38 0.17 -0.53
C -2.9280 4.2793 -1.5942 0.21 -0.22 0.09
C -2.8081 5.1240 -2.6812 0.15 -0.02 -0.10
C -1.5793 5.2831 -3.3113 -0.02 -0.14 0.20
C -0.4697 4.5718 -2.8670 -0.04 0.11 -0.02
C -0.5838 3.7072 -1.7982 -0.28 0.17 0.29
H -3.8589 1.1476 1.1869 -0.05 0.00 -0.02
H -5.4264 1.8515 2.9609 -0.07 -0.02 0.03
H -5.3746 4.1709 3.8036 -0.08 0.04 0.06
H -3.7827 5.7999 2.8494 -0.01 0.08 0.02
H -2.2327 5.1084 1.0667 0.05 0.06 -0.05
H -3.8884 4.1450 -1.1190 -0.04 0.02 0.04
H -3.6773 5.6508 -3.0424 -0.06 0.08 -0.03
H -1.4854 5.9609 -4.1460 0.00 0.02 -0.08
H 0.4812 4.6886 -3.3630 0.08 0.03 -0.05
H 0.2730 3.1477 -1.4520 0.11 -0.06 0.03
Se -0.9741 -0.8155 -2.2717 0.55 -0.34 2.22
C -1.5062 0.7587 -2.9306 -0.24 0.47 -0.13
N -1.8491 1.7645 -3.3679 -0.24 0.12 -0.40